[1]
C5H11F in the gas phase in a non-equilibrium geometry, computed with ωB97M-V/def2-TZVPD.

Structure (ORCA input):
```
! RIJCOSX wB97M-V def2-TZVPD def2/J DEFGRID3
* xyz 0 1
C -2.25 -0.42 0.10
C -1.27 0.71 -0.20
C 0.06 0.70 0.40
C 0.89 -0.40 -0.31
C 2.39 -0.43 0.07
H -2.77 -0.39 1.03
H -3.00 -0.54 -0.68
H -1.70 -1.41 0.10
H -1.01 0.67 -1.26
H -1.70 1.73 -0.06
H 0.15 0.72 1.54
H 0.49 -1.29 0.06
H 0.78 -0.24 -1.36
H 3.03 -1.03 -0.61
H 2.80 0.62 0.15
H 2.41 -0.85 1.08
F 0.70 1.87 -0.07
*
```

highest occupied orbital energy = -10.92 eV
electronic energy = -8080.4574 eV
frontier orbital gap = 12.11 eV

=====

[2]
A molecular structure, C2H3F3N2O in a non-equilibrium geometry, computed with ωB97M-V/def2-TZVPD.

Structure (ORCA input):
```
! RIJCOSX wB97M-V def2-TZVPD def2/J DEFGRID3
* xyz 0 1
C -0.47 -0.42 0.09
C 1.66 1.13 0.29
N -1.35 0.38 0.33
N -0.26 -1.58 -0.43
O 1.50 1.57 1.33
F 1.46 1.67 -0.87
F 2.09 -0.13 -0.10
F -3.00 0.11 0.06
H 0.75 -1.68 -0.85
H -0.93 -2.26 -0.76
H -1.45 1.21 0.92
*
```

highest occupied orbital energy = -9.28 eV
electronic energy = -15299.3015 eV
frontier orbital gap = 9.67 eV

=====

[3]
A molecular structure, C21H38ReS3SbSe, computed with ωB97M-V/def2-TZVPD.

Structure (ORCA input):
```
! RIJCOSX wB97M-V def2-TZVPD def2/J DEFGRID3
* xyz 3 4
Re -0.31 0.01 1.34
C -1.69 2.23 3.41
C -1.69 1.04 4.35
S -0.47 -0.23 3.87
C -1.40 -1.79 4.01
C -2.60 -1.90 3.09
S -2.21 -1.47 1.35
C -3.59 -0.35 0.94
C -3.57 0.98 1.67
S -1.93 1.79 1.65
H -2.50 2.93 3.65
H -0.76 2.79 3.43
H -1.40 1.38 5.34
H -2.67 0.57 4.44
H -0.66 -2.56 3.82
H -1.71 -1.90 5.05
H -2.96 -2.93 3.07
H -3.43 -1.27 3.41
H -3.56 -0.23 -0.14
H -4.50 -0.90 1.18
H -4.25 1.68 1.18
H -3.87 0.90 2.70
Se 1.96 0.42 1.63
C 3.85 0.41 1.60
C 4.47 -0.53 2.41
C 5.86 -0.53 2.41
C 6.56 0.38 1.63
C 5.89 1.33 0.85
C 4.51 1.36 0.82
H 3.91 -1.23 3.02
H 6.39 -1.25 3.03
H 7.64 0.36 1.63
H 6.45 2.04 0.26
H 3.98 2.09 0.22
C 2.59 0.47 -1.91
C 1.61 -0.69 -2.13
C 1.56 -1.15 -3.59
Sb -0.33 -0.12 -1.40
C -1.73 -1.56 -2.17
C -1.97 -1.39 -3.68
C -1.24 -2.98 -1.81
C -0.87 1.79 -2.21
C -0.44 1.91 -3.68
C -2.37 2.01 -2.02
H 3.61 0.10 -2.04
H 2.53 0.92 -0.92
H 2.44 1.26 -2.64
H 1.87 -1.53 -1.49
H 1.17 -0.38 -4.26
H 0.99 -2.06 -3.74
H 2.59 -1.37 -3.91
H -2.66 -1.34 -1.64
H -1.07 -1.56 -4.26
H -2.37 -0.41 -3.94
H -2.71 -2.13 -3.99
H -0.35 -3.24 -2.38
H -2.01 -3.71 -2.06
H -1.00 -3.11 -0.75
H -0.30 2.48 -1.59
H -0.98 1.21 -4.33
H 0.63 1.76 -3.83
H -0.68 2.92 -4.02
H -2.96 1.34 -2.64
H -2.63 3.03 -2.31
H -2.70 1.89 -0.98
*
```

highest occupied orbital energy (spin up / spin down) = -16.92 / -17.21 eV
expectation value of S² = 3.78
electronic energy = -128885.0117 eV
frontier orbital gap (spin up / spin down) = 6.10 / 5.75 eV

=====

[4]
C4H3NO2 in the gas phase in a non-equilibrium geometry, computed with ωB97M-V/def2-TZVPD.

Structure (ORCA input):
```
! RIJCOSX wB97M-V def2-TZVPD def2/J DEFGRID3
* xyz 0 1
O -0.70 1.33 -2.53
C -0.67 1.07 -1.40
C -0.83 0.85 -0.07
N 0.28 1.21 0.77
C 0.80 0.08 1.06
C 0.08 -1.03 0.32
O -1.21 -0.47 0.19
H 0.50 -0.96 -0.72
H 1.70 -0.03 1.66
H 0.06 -2.04 0.72
*
```

highest occupied orbital energy = -8.86 eV
electronic energy = -9778.3407 eV
frontier orbital gap = 9.25 eV

=====

Number 3 is which compound? C21H38ReS3SbSe